DFT (wB97M-V/def2-TZVPD) results for a molecular structure, C20H70IInNO18.

ORCA input file:
```
! wB97M-V def2-TZVPD RIJCOSX def2/J DEFGRID3
* xyz -1 1
C -3.6103 0.3047 0.7776
C -3.4712 1.8104 0.6427
O -3.1862 2.2023 -0.6964
C -1.8146 2.1110 -1.0712
C -1.5341 0.9965 -2.0806
O -0.2006 0.5709 -2.0188
In 0.2855 -0.8581 -0.6321
I -1.7048 -2.7862 -0.7887
N 0.0926 0.0776 1.3275
C 0.7771 1.0591 1.4524
O 1.3926 2.0633 1.5821
H -2.7450 -0.1834 0.3368
H -3.6449 0.0099 1.8236
H -4.4949 -0.0367 0.2494
H -4.4387 2.2415 0.8811
H -2.7086 2.1698 1.3379
H -1.1627 2.0163 -0.2017
H -1.5885 3.0652 -1.5490
H -1.7173 1.3947 -3.0844
H -2.2685 0.1981 -1.9186
H 1.8717 -1.4964 -0.8850
C -1.1510 -1.5776 4.0970
O 0.0021 -0.7454 4.0993
H -1.3161 -1.9359 5.1124
H -2.0315 -1.0169 3.7738
H -1.0021 -2.4355 3.4353
H 0.1326 -0.4407 3.1886
C 4.0083 2.1655 -2.0085
O 3.4091 1.6270 -0.8330
H 4.8911 1.5786 -2.2337
H 3.3254 2.1124 -2.8601
H 4.3162 3.2045 -1.8568
H 2.6200 2.1432 -0.6397
C -5.4924 -2.4424 -3.0564
O -4.3860 -1.5644 -2.9682
H -5.6726 -2.8688 -2.0717
H -6.3968 -1.9149 -3.3772
H -5.2853 -3.2519 -3.7614
H -4.2404 -1.1951 -3.8453
C 7.1932 1.4195 -4.2551
O 6.9970 2.3563 -3.1977
H 6.4837 1.6444 -5.0460
H 8.2106 1.4948 -4.6540
H 7.0185 0.4047 -3.8960
H 7.6192 2.1381 -2.4980
C 5.8188 2.1784 -8.1567
O 5.2511 1.7036 -6.9457
H 6.6643 1.5361 -8.3923
H 5.1017 2.1336 -8.9814
H 6.1755 3.2071 -8.0546
H 4.4995 2.2678 -6.7257
C 1.6975 0.5053 -5.0319
O 2.8360 1.3161 -5.3360
H 0.9092 1.1479 -4.6520
H 1.3426 -0.0059 -5.9323
H 1.9325 -0.2329 -4.2638
H 3.5270 0.7295 -5.6607
C -3.5649 -3.2291 -6.2328
O -4.7131 -2.3852 -6.1935
H -3.0396 -3.0976 -5.2895
H -3.8459 -4.2807 -6.3352
H -2.8947 -2.9548 -7.0514
H -5.1954 -2.4849 -7.0180
C -4.1055 -1.0719 6.5923
O -4.4385 -0.3847 5.3921
H -3.0982 -0.7710 6.8673
H -4.7887 -0.8070 7.4066
H -4.1185 -2.1541 6.4465
H -5.3245 -0.6428 5.1256
C -4.6969 3.3896 4.2273
O -5.5265 3.0848 3.1142
H -4.1805 2.4723 4.4986
H -3.9529 4.1516 3.9775
H -5.2829 3.7307 5.0864
H -5.9902 3.8847 2.8532
C -1.0310 4.8761 1.4582
O -1.8256 5.1562 0.3115
H -0.4461 5.7688 1.6712
H -1.6516 4.6469 2.3307
H -0.3466 4.0413 1.2850
H -2.3392 4.3611 0.1212
C 6.4437 -0.9324 -1.3454
O 7.7363 -0.8586 -1.9540
H 5.7069 -0.6979 -2.1092
H 6.2441 -1.9353 -0.9613
H 6.3380 -0.2120 -0.5318
H 8.3939 -1.0679 -1.2810
C -6.1834 2.0069 -1.5334
O -7.0233 1.4410 -0.5245
H -5.3662 1.3151 -1.7082
H -6.7385 2.1475 -2.4672
H -5.7632 2.9607 -1.2092
H -7.7441 2.0538 -0.3607
C -2.6647 -2.0782 9.6615
O -2.5105 -3.1410 8.7317
H -3.6649 -1.6738 9.5266
H -2.5608 -2.4306 10.6923
H -1.9329 -1.2871 9.4763
H -1.6255 -3.5083 8.8375
C -1.2473 -6.5353 8.5222
O -0.3183 -5.5426 8.0937
H -2.1760 -6.0248 8.7640
H -1.4372 -7.2643 7.7309
H -0.8814 -7.0538 9.4130
H 0.5085 -5.9829 7.8810
C 10.9926 -2.4987 -1.9009
O 10.4972 -1.8022 -0.7605
H 10.5263 -3.4798 -1.9026
H 10.7309 -1.9829 -2.8274
H 12.0777 -2.6208 -1.8499
H 10.9026 -0.9303 -0.7473
*
```

Properties
- HOMO level: -5.6 eV
- Energy: -73491.5030 eV
- Orbital gap: 7.689 eV